1.
# C6H10

An isolated molecule of C6H10 (ωB97M-V/def2-TZVPD, the OMol25 dataset).

Geometry (Å):
C 0.9333 0.8458 1.2139
C 1.1328 0.3082 -0.1856
C 0.6233 -1.1253 -0.3926
C -0.8729 -0.9786 -0.7558
C -1.3356 0.2973 -0.0179
C -0.0771 1.1393 0.1428
H 0.7378 0.0988 1.9811
H 1.4692 1.7095 1.6032
H 1.9073 0.6848 -0.8512
H 1.2063 -1.6780 -1.1371
H 0.7065 -1.6894 0.5444
H -1.4547 -1.8633 -0.4792
H -1.0010 -0.8408 -1.8356
H -1.7902 0.0627 0.9508
H -2.0818 0.8574 -0.5881
H -0.1032 2.1715 -0.1931

Forces on atoms 1 to 3 (eV/Å):
0.05 -0.02 0.15
0.08 -0.04 -0.07
-0.01 -0.01 0.08

The HOMO-LUMO gap is 11.1 eV. Its SMILES is C1C[C@@H]2C[C@@H]2C1.

2.
# C6H10

A cluster of 2 separate species, C6H10 in total (ωB97M-V/def2-TZVPD, the OMol25 dataset).

Geometry (Å):
C 0.8703 0.7573 1.7060
C -0.2044 -1.2592 0.6805
C -1.0213 -1.5055 -0.3471
C -1.3658 -0.2562 -1.1194
C -0.5078 0.8412 -0.4444
C 0.1357 0.1691 0.7597
H 1.0645 1.8271 1.6968
H 1.2962 0.1860 2.5272
H 0.1670 -1.9939 1.3890
H 2.9096 0.6037 -1.2646
H -1.4208 -2.4818 -0.6076
H -2.4400 -0.0405 -1.0489
H -1.1407 -0.3639 -2.1873
H -1.1006 1.7118 -0.1473
H 0.2704 1.2006 -1.1274
H 2.6145 0.5948 -0.5805

Forces on atoms 1 to 3 (eV/Å):
-0.08 -0.05 -0.06
-0.05 -0.01 -0.08
0.08 0.01 0.09

The HOMO-LUMO gap is 9.6 eV. Its SMILES is C=C1C=CCC1.[H][H].

3.
# C6H10

An isolated molecule of C6H10 at a distorted geometry (ωB97M-V/def2-TZVPD, the OMol25 dataset).

Geometry (Å):
C 3.1722 0.2711 0.0665
C 1.8720 0.2530 -0.0098
C 0.6374 0.4242 -0.3841
C -0.6119 -0.3523 0.1057
C -1.5278 -0.9790 -0.9744
C -1.4355 0.5648 1.0031
H 3.7284 1.0306 0.5975
H 3.6894 -0.4914 -0.4954
H 0.9931 1.5062 -0.5722
H -0.2533 -1.1957 0.7235
H -1.9623 -0.2096 -1.6206
H -2.3681 -1.5110 -0.4968
H -1.0150 -1.7101 -1.6087
H -1.7786 1.4282 0.4229
H -2.3138 0.0481 1.4051
H -0.8263 0.9230 1.8378

Forces on atoms 1 to 3 (eV/Å):
0.26 -0.16 0.08
0.38 -1.02 0.15
0.67 0.42 0.69

The HOMO-LUMO gap is 9.5 eV. Its SMILES is C=C=CC(C)C.

4.
# C6H10

An isolated molecule of C6H10 at a distorted geometry (ωB97M-V/def2-TZVPD, the OMol25 dataset).

Geometry (Å):
C -2.8063 0.8395 -1.0555
C -1.4576 0.0466 -1.0234
C -0.2982 -0.1638 -0.6004
C 1.0357 -0.6659 -0.0679
C 1.9810 0.5193 -0.1162
C 0.8288 -1.0585 1.3980
H -3.6206 0.1375 -0.8499
H -2.8672 1.5868 -0.3725
H -3.1483 1.1668 -2.0241
H 1.3215 -1.5528 -0.6673
H 1.5899 1.3518 0.6489
H 1.7233 1.0302 -1.0382
H 3.0695 0.1926 0.1995
H 0.1821 -1.7819 1.9883
H 1.7488 -1.6275 1.7140
H 0.7177 -0.0207 1.8666

Forces on atoms 1 to 3 (eV/Å):
0.76 -4.37 -2.10
1.86 1.71 1.82
-2.97 -0.54 -1.33

The HOMO-LUMO gap is 10.2 eV. Its SMILES is CC#CC(C)C.

5.
# C6H10

An isolated molecule of C6H10 (ωB97M-V/def2-TZVPD, the OMol25 dataset).

Geometry (Å):
C 2.6695 0.2568 -0.5598
C 1.6589 0.1215 0.4889
C 0.5349 -0.1082 0.8648
C -0.8669 -0.4666 0.5960
C -0.8203 -0.6019 -0.9610
C -1.8970 0.5526 1.1068
H 3.0637 1.2716 -0.6542
H 3.4941 -0.4530 -0.4664
H 2.1255 0.0167 -1.4952
H -1.1069 -1.4376 1.0505
H -1.4569 0.1468 -1.4365
H -1.1004 -1.6050 -1.2860
H 0.1886 -0.4288 -1.3746
H -1.7114 1.5408 0.6729
H -2.9178 0.2487 0.8453
H -1.8559 0.6494 2.1975

Forces on atoms 1 to 3 (eV/Å):
0.12 0.01 -0.19
-0.54 -0.11 0.09
0.64 0.18 0.02

The HOMO-LUMO gap is 10.2 eV. Its SMILES is CC#CC(C)C.

6.
# C6H10

A structure of composition C6H10 at a distorted geometry (ωB97M-V/def2-TZVPD, the OMol25 dataset).

Geometry (Å):
C -0.1871 0.5248 1.8426
C -1.6724 -0.1819 -1.2269
C -0.3821 -0.2216 -0.9505
C 0.4838 -1.2340 -0.2219
C 1.1085 0.0028 0.3939
C 0.6705 0.8597 -0.7828
H -0.8539 -0.3053 2.1109
H -0.8144 1.3783 1.5420
H -2.1389 0.7310 -1.5782
H -2.2936 -1.0597 -1.0944
H 1.1627 -1.7699 -0.8998
H 0.0355 -1.9445 0.4771
H 2.2129 -0.0421 0.6001
H 0.8969 0.5035 1.9530
H 1.3890 0.8702 -1.6144
H 0.3826 1.8886 -0.5506

Forces on atoms 1 to 3 (eV/Å):
1.44 -0.90 -2.24
0.07 -0.04 -0.11
-0.56 -0.07 -0.46

The HOMO-LUMO gap is 9.7 eV.